(1)
3 unconnected molecules or ions with the total composition C4H15N3O at a distorted geometry, computed with wB97M-V/def2-TZVPD.

Each line ends with the natural charge from an NBO analysis.
Positions of all 23 atoms, in Å:
C (-1.4999, 1.0407, -0.4803)  0.73
C (-0.9427, -2.0765, 0.4760)  -0.22
N (-0.8403, 1.9244, 0.3063)  -0.78
N (-0.9479, 0.7010, -1.6682)  -0.79
N (-2.6988, 0.5967, -0.0730)  -0.87
O (-1.0870, -0.8562, 1.0998)  -0.91
H (0.1605, 1.8078, 0.3676)  0.40
H (-1.2786, 2.0598, 1.2055)  0.42
H (-0.0203, 1.0341, -1.8813)  0.41
H (-1.2679, -0.1562, -2.0946)  0.41
H (-2.3042, -0.2089, 0.7255)  0.47
H (-3.2281, 0.1515, -0.8127)  0.37
H (0.1191, -2.3622, 0.3593)  0.14
H (-1.4393, -2.9030, 1.0137)  0.15
H (-1.3822, -2.0965, -0.5536)  0.09
C (2.1517, -0.0030, 0.9769)  -0.64
C (2.5005, 0.3424, -0.4714)  -0.61
H (2.1303, -0.4240, -1.1552)  0.20
H (2.4690, 0.7931, 1.6544)  0.20
H (2.6711, -0.9116, 1.2848)  0.21
H (1.0808, -0.1813, 1.1148)  0.25
H (2.0753, 1.3043, -0.7768)  0.17
H (3.5789, 0.4239, -0.6176)  0.21

The value obtained for the HOMO-LUMO gap is 8.571 eV. The relative energy (zero: lowest compared OMol25 entry of this formula, charge and spin) comes out at 157.1 kJ/mol. Its total energy is -10907.911 eV. For the LUMO energy, the calculation gives 0.71 eV. As for the spin multiplicity: 1.

(2)
A molecular structure, C4H15N3O at a distorted geometry, computed with wB97M-V/def2-TZVPD.

Each line ends with the natural charge from an NBO analysis.
Positions of all 23 atoms, in Å:
C (-0.5081, 0.7014, -1.6095)  -0.24
N (-0.2956, 0.5690, -3.0549)  -0.82
C (0.6211, 1.5304, -1.0212)  -0.22
N (0.6238, 1.4870, 0.4643)  -0.75
H (-0.5717, -0.2588, -1.0902)  0.19
H (-1.4541, 1.2191, -1.4320)  0.19
H (0.3499, -0.2026, -3.2155)  0.35
H (-1.1589, 0.2233, -3.4671)  0.36
H (0.5878, 2.5702, -1.3420)  0.20
H (1.5620, 1.1047, -1.3764)  0.20
H (1.4030, 2.0601, 0.7825)  0.40
H (-0.2164, 1.9251, 0.8429)  0.41
H (0.6958, 0.3842, 0.9562)  0.44
C (0.4964, -2.1487, 0.8021)  -0.42
N (0.4631, -0.8388, 1.4635)  -0.70
C (-1.0193, -0.5433, 1.9337)  0.16
O (-1.5485, -1.5006, 2.6120)  -0.85
H (0.1375, -2.9076, 1.4961)  0.24
H (1.5045, -2.3989, 0.4670)  0.18
H (-0.1753, -2.1391, -0.0583)  0.19
H (0.9083, -0.9666, 2.3711)  0.38
H (-1.5446, -0.2950, 0.9706)  0.06
H (-0.8606, 0.4255, 2.5050)  0.05

The value obtained for the HOMO-LUMO gap is 7.099 eV. The relative energy (zero: lowest compared OMol25 entry of this formula, charge and spin) comes out at 280.9 kJ/mol. Its total energy is -10906.629 eV. For the LUMO energy, the calculation gives 0.26 eV. As for the spin multiplicity: 1.

(3)
2 unconnected molecules or ions with the total composition C4H15N3O, computed with wB97M-V/def2-TZVPD.

Each line ends with the Löwdin spin population.
Positions of all 23 atoms, in Å:
C (-0.4485, 1.7635, -2.1117)  0.00
N (0.5427, 1.4024, -1.0648)  0.00
C (1.4037, 0.2719, -1.5270)  0.11
O (2.0072, 0.4265, -2.7030)  0.81
H (0.0589, 1.9826, -3.0425)  0.00
H (-0.9933, 2.6403, -1.7960)  0.00
H (-1.1364, 0.9355, -2.2641)  0.00
H (1.1683, 2.2082, -1.0118)  0.00
H (0.7777, -0.6286, -1.5534)  0.04
H (2.1618, 0.0915, -0.7494)  0.04
C (-1.0694, -1.4063, 1.2136)  0.00
N (-0.8170, -2.8328, 1.3757)  0.00
C (0.1335, -0.6500, 1.7457)  0.00
N (-0.0147, 0.8179, 1.4718)  0.00
H (-1.9781, -1.1661, 1.7566)  0.00
H (-1.2549, -1.1062, 0.1829)  0.00
H (-1.5951, -3.3845, 1.0384)  0.00
H (-0.0014, -3.1211, 0.8485)  0.00
H (1.0430, -0.9908, 1.2501)  0.00
H (0.2016, -0.8006, 2.8122)  0.00
H (0.5725, 1.3613, 2.0989)  0.00
H (0.2166, 1.0855, 0.3827)  0.00
H (-0.9790, 1.0998, 1.6465)  0.00

The value obtained for the HOMO-LUMO gap (spin up / spin down) is 10.205 / 7.682 eV. The relative energy (zero: lowest compared OMol25 entry of this formula, charge and spin) comes out at 24.3 kJ/mol. Its total energy is -10900.523 eV. For the LUMO energy (spin up / spin down), the calculation gives -3.06 / -5.59 eV. Its expectation value of S² is 0.7538. As for the spin multiplicity: 2. As for the charge: +1.

(4)
2 unconnected molecules or ions with the total composition C4H15N3O at a distorted geometry, computed with wB97M-V/def2-TZVPD.

Each line ends with the Löwdin spin population.
Positions of all 23 atoms, in Å:
C (1.5783, -1.5977, -1.2981)  0.00
C (0.9181, -0.8778, -0.0961)  0.02
C (-0.3337, -0.0644, -0.4970)  0.10
N (-2.7155, 1.2692, 1.8837)  0.27
C (-2.0325, 1.1238, 0.7949)  -0.02
N (-1.3829, -0.0572, 0.5360)  0.53
N (2.6445, -2.5968, -0.9414)  0.00
H (2.0099, -0.8888, -2.0041)  0.00
H (0.8165, -2.0811, -1.8923)  0.00
H (0.6406, -1.6537, 0.6071)  0.00
H (1.6247, -0.1596, 0.3281)  0.01
H (-0.0424, 0.9644, -0.7069)  0.02
H (-0.9442, -0.3888, -1.3638)  0.06
H (-3.2235, 2.1370, 2.1007)  0.00
H (-2.9260, 0.4616, 2.4825)  0.00
H (-1.9385, 1.9220, 0.0700)  0.00
H (-1.4312, -0.8771, 1.1526)  0.01
H (3.0219, -2.9936, -1.7996)  0.00
H (2.3085, -3.3219, -0.3399)  0.00
H (3.3435, -2.1344, -0.3658)  0.00
H (0.1183, 3.8771, 0.4448)  0.00
H (-1.2632, 4.3217, 0.6907)  0.00
O (-0.7912, 3.6161, 0.2139)  0.00

The value obtained for the HOMO-LUMO gap (spin up / spin down) is 9.329 / 4.495 eV. The relative energy (zero: lowest compared OMol25 entry of this formula, charge and spin) comes out at 185.3 kJ/mol. Its total energy is -10875.920 eV. For the LUMO energy (spin up / spin down), the calculation gives -12.52 / -17.36 eV. Its expectation value of S² is 0.7750. As for the spin multiplicity: 2. As for the charge: +3.

(5)
A molecular structure, C4H15N4, computed with wB97M-V/def2-TZVPD.

Each line ends with the Löwdin spin population.
Positions of all 23 atoms, in Å:
C (1.3555, -1.4705, 1.8773)  0.05
C (1.4196, -1.9282, 0.6283)  0.12
N (0.3744, -1.5320, -0.3215)  0.14
N (2.1822, -1.9326, 2.9091)  0.01
H (0.6082, -0.7563, 2.1881)  0.02
H (2.1698, -2.5913, 0.2375)  0.03
H (0.3890, -2.0613, -1.2098)  0.14
H (-0.5605, -1.7253, 0.0827)  0.11
H (0.5020, -0.3044, -0.5870)  0.01
H (2.9001, -2.5719, 2.6297)  0.00
H (2.5290, -1.1992, 3.5072)  0.00
N (-3.0157, 2.2069, -1.4114)  0.00
C (-1.7783, 1.9424, -0.6488)  0.04
C (-0.8132, 1.2663, -1.6045)  0.10
N (0.5170, 0.9620, -1.0101)  0.05
H (-2.8078, 2.9390, -2.0893)  0.00
H (-3.6716, 2.6433, -0.7816)  0.00
H (-2.0707, 1.2654, 0.1556)  0.03
H (-1.3275, 2.8372, -0.2117)  0.01
H (-1.2441, 0.3451, -1.9923)  0.04
H (-0.6818, 1.9502, -2.4472)  0.01
H (1.2233, 1.1277, -1.7311)  0.06
H (0.7172, 1.6089, -0.2496)  0.02

The value obtained for the HOMO-LUMO gap (spin up / spin down) is 3.443 / 9.067 eV. The relative energy (zero: lowest compared OMol25 entry of this formula, charge and spin) comes out at 162.1 kJ/mol. Its total energy is -10347.506 eV. For the LUMO energy (spin up / spin down), the calculation gives 0.88 / 0.65 eV. Its expectation value of S² is 0.7506. As for the spin multiplicity: 2.

(6)
2 unconnected molecules or ions with the total composition C4H15N4, computed with wB97M-V/def2-TZVPD.

Each line ends with the natural charge from an NBO analysis.
Positions of all 23 atoms, in Å:
C (-3.1353, 0.7671, -0.0629)  -0.41
N (-1.9800, 1.0447, 0.7970)  -0.49
C (-1.4283, 0.1670, 1.5741)  0.40
N (-0.3792, 0.4005, 2.3433)  -0.72
H (-2.8324, 0.8085, -1.1033)  0.24
H (-3.9135, 1.4937, 0.1311)  0.24
H (-3.5162, -0.2287, 0.1612)  0.23
H (-1.5589, 1.9632, 0.7289)  0.42
H (-1.8680, -0.8195, 1.6390)  0.23
H (0.2065, 1.2120, 2.1926)  0.42
H (0.0532, -0.3711, 2.8265)  0.44
C (0.3168, -0.8173, -1.3514)  -0.43
N (1.3957, -1.2144, -0.4641)  -0.62
C (2.4373, -0.1970, -0.3019)  -0.05
N (3.3937, -0.1223, -1.3776)  -0.82
H (-0.5250, -1.4995, -1.2463)  0.20
H (-0.0350, 0.2142, -1.1724)  0.13
H (0.6439, -0.8579, -2.3905)  0.21
H (1.0416, -1.4759, 0.4465)  0.34
H (2.9754, -0.4297, 0.6177)  0.19
H (1.9902, 0.8054, -0.1901)  0.13
H (3.7577, -1.0492, -1.5661)  0.37
H (2.9599, 0.2061, -2.2314)  0.36

The value obtained for the HOMO-LUMO gap is 8.455 eV. The relative energy (zero: lowest compared OMol25 entry of this formula, charge and spin) comes out at 163.9 kJ/mol. Its total energy is -10345.083 eV. For the LUMO energy, the calculation gives -3.73 eV. As for the spin multiplicity: 1. As for the charge: +1.